Record 1
C28H50N3O2 | ωB97M-V/def2-TZVPD

Structure (XYZ):
```
83
Properties=species:S:1:pos:R:3:forces:R:3:lowdin_charge:R:1
C -0.39336 -3.50009 3.28029 -0.3583 0.5463 -1.0272 0.08
C 0.03359 -2.35749 3.31948 0.8334 0.4196 -0.2774 -0.14
C 0.59551 -0.90118 3.15683 -1.6117 -0.9094 0.4525 -0.17
C 0.56937 -0.51838 1.60944 -0.5078 0.4893 0.1943 -0.15
C 1.92647 0.03330 1.02748 -0.4141 1.5003 -0.3240 -0.13
N 3.08821 -0.87583 1.06599 1.5224 1.9826 0.2077 -0.01
C 3.87322 -0.94979 2.27746 -3.2628 -3.7119 -1.8529 -0.22
N 4.58896 0.00190 2.82312 -0.3695 0.1624 -0.3423 0.10
C 4.72890 1.35714 2.23437 -0.3436 1.5517 -0.8440 -0.04
N 3.68034 -2.31477 2.71069 1.7821 1.9087 -0.3443 0.07
C 3.20673 -3.14856 1.54649 -0.5887 0.4896 1.7845 -0.06
C 3.14874 -2.10877 0.29660 -0.1576 -4.2087 0.9845 -0.34
C 4.41185 -2.46124 -0.61484 1.1361 1.0096 -0.3862 -0.14
C 5.72258 -1.59519 -0.33500 0.8105 -1.7456 0.2437 -0.20
C 6.70981 -2.49844 0.56596 0.1600 0.0407 -0.1469 -0.12
C 1.92198 -2.67884 -0.52712 -0.6074 0.4306 -1.1166 -0.11
C 1.34428 -1.74191 -1.65300 -2.2186 1.5801 -1.4749 -0.18
C 2.11504 -0.81474 -2.52283 -2.1180 -0.0520 -0.1432 -0.04
C 1.44278 0.05725 -3.52865 -1.7070 -2.2119 2.1524 -0.03
C -0.03943 0.00689 -3.64192 0.6668 -0.9128 0.5178 -0.23
C -0.73683 0.97234 -4.67444 -0.3011 0.1260 1.7069 -0.08
C -0.88844 -0.92303 -2.80342 4.1405 0.6811 0.0450 -0.01
C -0.16186 -1.77116 -1.82299 0.8355 1.3056 -1.1918 -0.03
H -0.91566 -4.43735 2.95416 0.9476 1.3686 0.9735 0.06
H -0.15505 -0.23810 3.70120 1.0746 -0.7804 -0.6256 0.12
H 1.57935 -0.73803 3.67887 -0.9168 -0.3760 -0.6161 0.09
H -0.18520 0.33202 1.50884 1.0384 -1.0256 -0.0700 0.13
H 0.11764 -1.38309 1.05003 0.7857 0.9694 0.3539 0.09
H 1.81142 0.40771 -0.04257 -0.1225 -0.6700 1.3498 0.13
H 2.17601 0.97205 1.62807 -0.1770 -1.2620 -0.6637 0.12
H 5.07865 -0.21038 3.69576 -0.2827 0.0508 -0.4208 0.18
H 5.74490 1.81378 2.39244 -0.9263 -0.9505 0.1244 0.11
H 4.55188 1.35332 1.10941 0.1997 -0.4587 1.5043 0.11
H 3.97538 2.09815 2.65550 0.8533 -1.1346 -0.2773 0.11
H 3.17151 -2.45102 3.58595 0.5765 0.1923 -0.2459 0.13
H 3.90769 -4.02337 1.46912 -0.8167 0.9315 -0.2853 0.13
H 2.17721 -3.46209 1.92150 1.1628 -0.0177 -1.1246 0.11
H 4.20173 -2.41327 -1.73134 -0.1590 0.1428 1.5402 0.11
H 4.70469 -3.54625 -0.43234 -0.6745 1.3800 -0.1653 0.11
H 5.52088 -0.60537 0.17859 0.2288 -1.0940 -0.9013 0.08
H 6.27143 -1.46935 -1.32171 -0.8186 0.3103 1.2454 0.12
H 7.77668 -2.11800 0.52174 -1.2957 -0.2809 0.2813 0.08
H 6.36391 -2.57784 1.64180 0.4252 0.2361 -1.1163 0.06
H 6.75864 -3.57115 0.18266 -0.1747 1.4324 0.2875 0.08
H 1.07105 -3.06785 0.12186 1.0544 0.8228 -0.7424 0.11
H 2.30759 -3.61081 -1.06316 -0.2515 1.1414 0.8840 0.15
H 3.22923 -0.73457 -2.42693 -1.2580 -0.1228 -0.0853 0.09
H 2.06651 0.72974 -4.17377 -0.8551 -0.7218 0.7291 0.11
H -0.52353 0.72701 -5.75090 -0.2468 0.2608 1.1810 0.09
H -1.84942 0.95278 -4.42710 1.3348 -0.0576 -0.7656 0.08
H -0.40739 2.02898 -4.40117 -0.2757 -1.2787 -0.7296 0.09
H -1.99885 -0.88292 -2.95494 1.2590 -0.2862 0.3905 0.10
H -0.77169 -2.46358 -1.16683 0.8755 0.8589 -0.8105 0.10
C -4.30274 -1.32691 -0.47908 -0.1683 -0.1509 -0.0209 -0.07
C -4.61814 0.09189 -0.92022 -0.0273 -0.0549 0.0101 -0.28
O -5.08709 0.17842 -2.25640 0.2626 0.0984 -0.1401 -0.17
C -6.29521 -0.51015 -2.54795 -0.1963 0.0300 0.0154 -0.28
C -7.48541 -0.01126 -1.74649 0.0712 0.0196 0.2166 -0.08
H -3.61750 -1.80581 -1.18324 0.0205 0.0506 0.0333 0.06
H -3.84596 -1.32516 0.51340 -0.0126 0.0218 -0.0392 0.08
H -5.20359 -1.94247 -0.43021 0.0544 0.0139 0.0727 0.07
H -3.70105 0.68331 -0.87637 -0.0996 0.0415 -0.2197 0.09
H -5.32767 0.56883 -0.23611 -0.0140 -0.0651 0.0528 0.11
H -6.15966 -1.58897 -2.41903 -0.0271 -0.0193 0.0593 0.11
H -6.49296 -0.34608 -3.60919 0.2149 0.0664 0.0436 0.12
H -7.37078 -0.22490 -0.68130 -0.0719 -0.0443 -0.0379 0.07
H -8.40321 -0.49500 -2.08696 0.0670 0.0298 -0.0030 0.08
H -7.59528 1.07042 -1.85274 -0.0095 -0.0704 -0.0718 0.08
C -2.27257 3.18189 -0.26758 0.2252 0.0515 0.1483 -0.09
C -3.47421 4.10865 -0.20794 -0.0273 -0.0317 -0.0127 -0.27
O -4.04904 4.20907 1.08534 -0.1397 -0.1278 0.0385 -0.16
C -3.21312 4.72381 2.10944 -0.0347 0.1594 -0.0103 -0.28
C -2.73751 6.14305 1.84802 0.1002 0.0102 -0.1956 -0.08
H -2.52242 2.20141 0.14417 -0.0358 0.0397 -0.0470 0.06
H -1.93807 3.05710 -1.29997 -0.0467 -0.0123 0.0354 0.08
H -1.43201 3.57485 0.31027 0.0155 0.0205 -0.0779 0.06
H -4.25520 3.71295 -0.86114 -0.0814 0.0436 0.1846 0.12
H -3.22344 5.10303 -0.59151 0.0938 -0.0136 -0.0047 0.11
H -2.36550 4.05165 2.28373 0.0813 0.0200 -0.0209 0.10
H -3.80939 4.71641 3.02425 -0.1049 -0.1198 -0.1509 0.12
H -2.06963 6.19054 0.98472 0.0351 0.0219 0.0712 0.07
H -2.19279 6.52768 2.71304 -0.0530 -0.0254 -0.0327 0.08
H -3.58453 6.80121 1.64230 0.0226 -0.0559 0.0871 0.09
```
Forces are in eV/Å.

Computed properties:
Orbital gap: 7.79 eV
Total charge: +1
LUMO level: -3.1 eV

Record 2
ClH2OP | ωB97M-V/def2-TZVPD

Structure (XYZ):
```
5
Properties=species:S:1:pos:R:3:forces:R:3:lowdin_charge:R:1
P -0.61224 0.47122 -0.03921 -4.9034 -0.8933 0.8053 0.71
O 0.80951 0.82452 0.00569 2.4155 0.5377 0.1756 -0.81
Cl 2.27060 -0.64737 -0.09546 0.4109 -0.4492 0.0669 0.20
H -1.38564 -0.16137 1.09092 1.4408 0.7203 -0.6301 -0.03
H -1.08223 -0.48700 -0.96193 0.6363 0.0845 -0.4177 -0.07
```
Forces are in eV/Å.

Computed properties:
Orbital gap (spin up / spin down): 7.67 / 8.10 eV
SMILES: POCl
LUMO level (spin up / spin down): -2.2 / -1.7 eV
Energy above the lowest of the compared OMol25 structures with the same formula, charge and spin: 379.68 kJ/mol

no.,largest force on an atom (eV Å⁻¹),molar mass (g mol⁻¹)
1,5.28,460.7
2,5.05,84.4